16
Properties=species:S:1:pos:R:3:forces:R:3 method="wB97M-V/def2-TZVPD" e_lumo_ev=1.1 smiles=CC.CC e_tot_ev=-4342.2888 relative_energy_kj_mol=23.1 gap_ev=12.9122
C -1.6425 0.7716 -1.0405 -0.43 0.43 0.21
C -1.6620 -0.0283 -2.3353 -0.05 0.44 -0.49
H -0.8942 1.5590 -1.0448 0.28 -0.05 -0.01
H -2.5881 1.2860 -0.8340 0.02 -0.11 -0.28
H -1.4714 0.1527 -0.1680 0.12 -0.21 0.09
H -2.6585 -0.3940 -2.5699 -0.03 -0.37 0.21
H -1.4077 0.5867 -3.2089 0.11 0.01 0.28
H -0.9500 -0.8497 -2.3109 -0.07 -0.13 -0.02
C 0.8926 -0.4798 1.6172 0.26 0.57 1.20
C 2.4285 -0.3585 1.7013 -0.18 0.19 -0.21
H 0.4837 0.4891 1.9147 -0.16 0.03 -0.27
H 0.4348 -0.7373 0.6709 0.33 -0.29 -0.21
H 0.5423 -1.1466 2.4061 -0.11 -0.25 -0.23
H 2.9355 -1.2395 2.1022 -0.17 -0.03 -0.26
H 2.6897 0.4731 2.3525 -0.02 -0.03 0.24
H 2.8676 -0.0846 0.7475 0.09 -0.21 -0.25

---

80
Properties=species:S:1:pos:R:3:forces:R:3 method="wB97M-V/def2-TZVPD" charge=-1 e_lumo_ev="1.8 / 1.8" spin_multiplicity=5 e_tot_ev=-242068.2331 relative_energy_kj_mol=29.4 gap_ev="5.8894 / 6.1072"
Cr -1.3510 3.2055 0.2087 -0.39 0.53 0.16
O -5.6986 7.3656 0.8858 0.88 -0.81 -0.15
C -4.8008 6.5574 0.7100 -0.63 0.64 0.10
C -4.8254 5.3806 -0.2659 -0.38 -0.03 -0.17
O -5.7726 5.0555 -0.9690 0.51 0.13 0.33
C -3.5081 4.7590 -0.1334 -0.16 0.29 0.18
C -2.7381 5.4006 0.8493 -0.22 0.04 -0.11
O -1.5637 4.9426 1.1262 0.19 0.23 0.25
C -3.4464 6.5441 1.4219 0.02 0.37 0.37
O -3.0865 7.3340 2.2854 -0.16 -0.47 -0.52
O -3.0295 3.7355 -0.7535 0.02 -0.22 -0.17
Se -0.5170 -2.5782 -4.2829 -0.01 0.04 -0.02
P 0.5023 -1.7541 -2.6436 0.06 0.00 0.02
C 0.6915 -3.0260 -1.3576 0.00 0.05 -0.11
C -0.4705 -3.7135 -1.0114 -0.04 0.07 -0.07
C -0.4152 -4.7770 -0.1369 0.01 -0.02 0.15
C 0.7998 -5.1628 0.4135 0.00 0.00 0.05
C 1.9553 -4.4845 0.0745 0.02 -0.05 0.07
C 1.9034 -3.4237 -0.8172 0.14 0.14 -0.03
C 2.1541 -1.1729 -3.1208 -0.10 -0.06 0.03
C 3.0845 -2.0989 -3.5841 -0.10 -0.09 0.04
C 4.3000 -1.6743 -4.0823 0.06 -0.01 -0.04
C 4.5825 -0.3193 -4.1588 0.04 0.02 -0.04
C 3.6497 0.6065 -3.7288 -0.01 -0.05 -0.04
C 2.4409 0.1835 -3.2027 -0.05 -0.05 -0.06
C -0.3006 -0.3341 -1.8699 0.21 -0.23 0.21
C -0.0675 0.5497 -0.8054 0.40 0.01 0.02
N -1.0037 1.5224 -0.9223 0.03 -0.72 -0.17
N -1.7744 1.2214 -1.9490 -0.64 0.51 -0.16
N -1.3804 0.1245 -2.5229 0.01 0.03 -0.22
P 1.0744 0.7434 0.5611 0.07 -0.01 -0.01
Se 0.6522 2.5485 1.6378 0.30 -0.08 0.06
C 2.7854 0.7308 -0.0484 -0.02 -0.12 0.06
C 3.3678 1.9295 -0.4495 -0.15 -0.04 0.13
C 4.6730 1.9422 -0.9036 0.08 -0.02 0.03
C 5.4037 0.7656 -0.9580 -0.02 -0.05 0.04
C 4.8289 -0.4326 -0.5593 0.02 0.14 -0.07
C 3.5219 -0.4512 -0.1073 -0.21 0.03 0.16
C 0.9331 -0.6685 1.6840 -0.07 -0.01 -0.03
C -0.1949 -1.4814 1.6778 0.11 0.12 -0.11
C -0.3688 -2.4265 2.6762 0.09 -0.05 -0.02
C 0.5818 -2.5700 3.6714 0.06 0.02 0.00
C 1.7141 -1.7633 3.6767 -0.08 -0.10 0.05
C 1.8856 -0.8098 2.6942 -0.08 0.05 -0.14
H -1.4090 -3.4309 -1.4701 -0.05 0.02 -0.03
H -1.3188 -5.3104 0.1155 -0.11 -0.07 0.04
H 0.8428 -5.9917 1.1041 0.01 -0.10 0.06
H 2.9039 -4.7842 0.4932 0.11 -0.04 0.05
H 2.8179 -2.9174 -1.0991 -0.06 -0.06 -0.04
H 2.8362 -3.1515 -3.5861 -0.01 -0.08 0.02
H 5.0172 -2.3986 -4.4371 0.08 -0.08 -0.04
H 5.5265 0.0131 -4.5660 0.08 0.03 -0.03
H 3.8579 1.6612 -3.7995 0.03 0.16 -0.02
H 1.7135 0.9114 -2.8801 -0.09 0.09 0.04
H 2.7994 2.8474 -0.3778 -0.03 0.04 0.01
H 5.1227 2.8750 -1.2071 0.06 0.10 -0.04
H 6.4231 0.7811 -1.3147 0.10 0.00 -0.02
H 5.3956 -1.3489 -0.6035 0.09 -0.13 -0.01
H 3.0738 -1.3822 0.2234 0.06 0.16 -0.01
H -0.9433 -1.3549 0.9088 -0.03 -0.01 -0.07
H -1.2486 -3.0501 2.6731 -0.12 -0.10 -0.01
H 0.4419 -3.3069 4.4486 -0.01 -0.06 0.07
H 2.4521 -1.8677 4.4577 0.06 -0.02 0.07
H 2.7471 -0.1587 2.7182 0.10 0.07 0.00
C -2.9099 0.0754 4.0886 0.02 0.06 0.01
C -3.7922 0.0070 2.8578 -0.04 0.23 -0.19
S -2.9796 0.8759 1.4917 -0.19 -0.32 0.00
O -2.8848 2.3017 1.9374 0.13 0.14 -0.02
C -4.2803 0.8094 0.2389 0.09 0.12 0.12
C -4.3347 -0.5444 -0.4384 -0.14 0.01 0.03
H -3.3520 -0.4892 4.9076 -0.04 -0.02 0.05
H -2.7862 1.1096 4.4001 0.02 0.06 0.03
H -1.9239 -0.3351 3.8819 0.12 -0.05 0.01
H -4.7514 0.4980 3.0219 -0.08 0.03 -0.01
H -3.9623 -1.0156 2.5331 -0.04 -0.20 -0.10
H -4.0000 1.6005 -0.4644 0.04 -0.02 0.07
H -5.2170 1.0952 0.7146 -0.08 0.05 0.04
H -3.3470 -0.8542 -0.7589 0.26 -0.10 -0.11
H -4.9495 -0.4826 -1.3324 -0.07 0.00 -0.06
H -4.7530 -1.3127 0.2088 -0.04 -0.11 0.07